81
Properties=species:S:1:pos:R:3:mulliken_spin:R:1 method="wB97M-V/def2-TZVPD" homo_lumo_gap_ev="4.7458 / 4.8954" s_squared=6.040 relative_energy_ev=4.534 spin_multiplicity=5 total_charge=+1
O -1.032 -2.699 -1.292 0.00
O -1.961 -0.688 -2.312 0.00
C 0.083 -3.599 -1.406 0.00
C 1.132 -3.347 -0.318 0.00
H 0.496 -3.349 -2.408 0.00
H -0.287 -4.655 -1.376 0.00
H 1.503 -2.357 -0.464 0.00
H 1.931 -4.070 -0.463 0.00
H 0.770 -3.428 0.676 0.00
C -1.917 -2.896 -0.069 -0.01
C -3.306 -3.062 -0.507 -0.01
H -1.771 -1.965 0.494 0.01
H -1.554 -3.724 0.526 0.00
H -3.686 -2.238 -1.117 0.00
H -3.923 -3.112 0.378 0.00
H -3.490 -4.002 -1.049 0.00
C -3.271 0.065 -2.229 0.00
C -1.751 -1.206 -3.638 0.02
C -3.505 0.701 -0.894 -0.02
H -4.133 -0.541 -2.603 0.00
H -3.178 0.877 -2.972 0.00
H -3.501 -0.009 -0.058 0.00
H -4.507 1.110 -0.923 0.00
H -2.865 1.601 -0.764 0.01
C -2.646 -2.413 -3.872 0.00
H -0.705 -1.451 -3.655 -0.01
H -1.973 -0.461 -4.409 0.00
H -2.478 -3.195 -3.102 0.00
H -2.434 -2.925 -4.832 0.00
H -3.721 -2.126 -3.935 0.00
H -1.177 -1.050 -1.677 0.01
Ir 1.174 1.235 0.880 1.23
C 0.020 0.037 -0.141 0.77
Si 0.762 1.111 -1.535 0.08
H -1.029 0.075 0.147 -0.08
H 0.270 -0.926 0.091 -0.09
C 2.036 -0.018 -2.427 0.04
C 1.389 2.732 -0.780 0.10
C -0.304 1.877 -2.835 0.08
C 3.047 0.630 0.486 0.16
Si 3.567 1.776 1.879 0.14
H 3.471 0.902 -0.518 0.02
H 3.220 -0.462 0.537 0.03
C 4.649 3.059 1.035 0.02
C 4.642 0.750 3.034 0.03
C 2.381 2.741 2.987 0.19
H 0.290 2.714 -3.229 0.00
H -1.245 2.240 -2.398 0.00
H -0.439 1.160 -3.653 0.00
H 2.786 -0.484 -1.774 -0.01
H 2.515 0.665 -3.133 0.00
H 1.455 -0.761 -2.986 0.00
H 1.418 2.916 0.409 0.03
H 0.667 3.512 -1.102 0.02
H 2.391 2.949 -1.174 0.00
H 5.094 -0.103 2.525 0.00
H 4.099 0.365 3.897 0.00
H 5.449 1.385 3.408 0.00
H 2.663 2.430 4.008 0.01
H 1.306 2.547 2.892 -0.07
H 2.591 3.813 2.842 0.01
H 5.636 3.006 1.509 0.00
H 4.233 4.064 1.166 0.00
H 4.749 2.843 -0.035 0.00
S -0.549 -1.829 3.740 0.04
C 1.011 -2.382 3.410 0.12
C 1.809 -1.430 2.757 -0.04
C 1.049 -0.247 2.464 0.17
C -0.275 -0.364 2.846 0.00
C -1.204 0.725 2.617 0.30
C -2.541 0.820 2.997 -0.10
C -3.314 1.908 2.627 0.31
C -2.731 2.963 1.936 -0.03
C -1.391 2.904 1.546 0.18
N -0.685 1.752 1.883 0.23
H 1.290 -3.359 3.800 0.00
H 2.848 -1.553 2.461 0.00
H -2.952 0.019 3.623 0.00
H -4.350 1.975 2.906 0.03
H -3.253 3.867 1.660 0.00
H -0.859 3.665 0.987 0.02


81
Properties=species:S:1:pos:R:3:mulliken_spin:R:1 method="wB97M-V/def2-TZVPD" homo_lumo_gap_ev="4.6652 / 4.2641" s_squared=2.016 relative_energy_ev=1.082 spin_multiplicity=3
O -3.061 -1.308 -1.114 0.16
O -1.498 -5.692 0.680 0.00
C -4.566 -1.354 -1.087 0.04
C -5.142 -1.019 -2.441 0.01
H -4.860 -0.629 -0.323 -0.02
H -4.835 -2.355 -0.740 -0.01
H -4.867 0.001 -2.742 0.00
H -6.231 -1.089 -2.375 0.00
H -4.836 -1.741 -3.202 0.00
C -2.438 -2.315 -2.010 0.02
C -3.041 -3.695 -1.847 0.00
H -1.378 -2.318 -1.742 -0.01
H -2.521 -1.932 -3.030 -0.01
H -2.917 -4.089 -0.831 0.00
H -2.527 -4.399 -2.515 0.00
H -4.098 -3.721 -2.122 0.00
C -0.103 -5.844 0.906 0.00
C -2.262 -6.007 1.831 0.00
C 0.665 -5.632 -0.385 0.00
H 0.104 -6.865 1.289 0.00
H 0.245 -5.122 1.681 0.00
H 0.450 -6.447 -1.082 0.00
H 1.738 -5.645 -0.175 0.00
H 0.400 -4.682 -0.861 0.00
C -3.718 -6.149 1.457 0.00
H -2.147 -5.205 2.579 0.00
H -1.909 -6.950 2.277 0.00
H -4.130 -5.208 1.084 0.00
H -4.285 -6.450 2.338 0.00
H -3.858 -6.915 0.689 0.00
H 1.839 -1.942 0.605 0.00
Ti -2.194 -0.049 -0.008 1.35
C 1.908 -2.470 1.516 0.00
Si 0.498 -2.054 2.713 0.00
H 1.907 -3.543 1.264 0.00
H 2.874 -2.230 1.992 0.00
C -1.135 -2.161 1.748 -0.07
C 0.611 -0.263 3.280 0.00
C 0.659 -3.234 4.175 0.00
C 1.579 -1.634 -1.836 0.03
Si 2.453 -0.867 -3.280 0.00
H 0.566 -1.306 -1.552 0.00
H 1.692 -2.682 -1.531 0.00
C 1.528 -1.162 -4.901 0.00
C 4.198 -1.579 -3.420 0.00
C 2.621 0.999 -3.063 0.00
H 0.559 -4.281 3.850 0.00
H -0.081 -3.033 4.965 0.00
H 1.670 -3.119 4.603 0.00
H -1.595 -1.126 1.603 0.12
H -1.884 -2.765 2.291 -0.01
H -0.981 -2.679 0.787 -0.02
H -0.082 0.401 2.745 0.02
H 1.626 0.117 3.103 0.00
H 0.394 -0.186 4.356 0.00
H 4.703 -1.259 -4.343 0.00
H 4.180 -2.676 -3.406 0.00
H 4.810 -1.251 -2.568 0.00
H 3.659 1.324 -3.226 0.00
H 2.329 1.306 -2.051 0.00
H 1.985 1.547 -3.771 0.00
H 2.215 -1.207 -5.758 0.00
H 0.797 -0.364 -5.100 0.00
H 0.978 -2.112 -4.864 0.00
S -3.197 2.999 -1.867 0.09
C -4.717 2.779 -1.119 0.04
C -4.680 1.933 -0.027 0.02
C -3.384 1.379 0.194 0.16
C -2.408 1.903 -0.732 -0.01
C -0.988 2.011 -0.460 0.02
C -0.264 3.207 -0.447 -0.01
C 1.061 3.215 -0.028 0.06
C 1.663 1.999 0.296 -0.01
C 0.951 0.819 0.137 0.04
N -0.376 0.823 -0.118 0.00
H -5.589 3.285 -1.527 0.00
H -5.545 1.680 0.575 0.00
H -0.784 4.122 -0.716 0.00
H 1.617 4.142 0.070 0.00
H 2.686 1.927 0.655 0.00
H 1.420 -0.158 0.172 0.01


80
Properties=species:S:1:pos:R:3:lowdin_charge:R:1 method="wB97M-V/def2-TZVPD" homo_lumo_gap_ev=5.2202
C 0.475 3.545 1.778 -0.04
C -0.287 2.949 0.794 -0.24
C 0.329 2.665 -0.579 -0.36
P -0.955 2.066 -1.833 0.40
C 0.303 2.180 -3.306 -0.22
C 1.806 2.229 -2.943 -0.37
O 2.351 3.323 -2.876 0.05
C 2.758 1.025 -2.705 -0.13
C 2.980 0.058 -3.658 -0.04
C 3.880 -0.982 -3.454 -0.09
C 4.594 -1.057 -2.284 -0.12
C 4.396 -0.119 -1.279 -0.11
C 3.496 0.887 -1.516 -0.06
O -0.393 0.418 -1.584 -0.41
C -1.281 -0.568 -2.053 -0.33
C -2.482 -0.812 -1.093 -0.21
C -3.818 -0.145 -1.514 -0.26
C -4.975 -1.140 -1.217 -0.13
P -1.600 4.200 -2.114 0.74
C -2.933 4.694 -0.908 -0.37
C -2.371 4.461 -3.793 -0.36
H 0.701 2.983 2.693 0.02
H 0.815 4.578 1.684 0.05
H -1.330 2.695 1.030 0.07
H 0.795 3.623 -0.861 0.07
H 1.086 1.901 -0.356 0.05
H -1.991 1.655 -2.769 -0.01
H -1.927 1.903 -0.758 -0.02
H 0.132 3.015 -3.998 0.07
H 0.143 1.268 -3.909 0.07
H 2.449 0.091 -4.610 0.12
H 4.065 -1.726 -4.224 0.10
H 5.321 -1.853 -2.131 0.10
H 4.942 -0.129 -0.338 0.10
H 3.342 1.641 -0.742 0.12
H -1.592 -0.432 -3.101 0.10
H -0.701 -1.515 -2.044 0.10
H -2.660 -1.903 -1.095 0.09
H -2.147 -0.551 -0.080 0.09
H -3.983 0.681 -0.809 0.09
H -3.831 0.196 -2.549 0.10
H -4.724 -2.153 -1.568 0.06
H -5.911 -0.857 -1.712 0.06
H -5.125 -1.238 -0.134 0.07
H -2.703 4.462 0.135 0.00
H -3.918 4.302 -1.211 0.02
H -3.031 5.789 -0.969 0.01
H -1.683 5.099 -4.364 0.01
H -2.494 3.536 -4.374 0.01
H -3.307 5.033 -3.733 0.02
C -0.137 -0.362 3.835 -0.04
C -0.284 -1.448 2.789 -0.15
N 0.986 -1.773 2.029 -0.25
C 1.438 -0.522 1.328 0.01
C 0.679 -2.748 0.908 -0.14
C 0.202 -4.135 1.307 -0.05
C 2.147 -2.205 2.907 -0.06
C 1.938 -3.359 3.873 -0.20
O 0.940 -3.062 4.827 -0.21
C 0.318 -4.217 5.374 -0.07
H 0.088 0.608 3.390 0.07
H -1.083 -0.255 4.364 0.10
H 0.626 -0.588 4.578 0.08
H -1.010 -1.132 2.038 0.13
H -0.655 -2.364 3.234 0.11
H 0.615 -0.132 0.724 0.10
H 2.281 -0.778 0.689 0.10
H 1.749 0.203 2.073 0.10
H 1.585 -2.828 0.306 0.14
H -0.088 -2.263 0.302 0.12
H 1.037 -4.797 1.527 0.07
H -0.309 -4.584 0.455 0.09
H -0.496 -4.140 2.142 0.07
H 2.432 -1.320 3.472 0.13
H 2.957 -2.449 2.219 0.15
H 2.884 -3.504 4.410 0.14
H 1.726 -4.293 3.356 0.10
H 0.972 -5.091 5.341 0.09
H -0.604 -4.430 4.824 0.09
H 0.062 -4.006 6.411 0.09


no.,electronic energy (hartree)
1,-2268.13842
2,-3013.64516
3,-1944.83017